[1]
Formula: C27H38F2NO12Si
Source: OMol25
Level of theory: the ωB97M-V functional and the def2-TZVPD basis

lowest unoccupied orbital energy = -4.15 eV
Kohn-Sham gap = 7.37 eV
F_max = 1.627 eV/A
net charge = +1
calculated total energy = -67983.1691 eV
highest occupied orbital energy = -11.523 eV

```
81
C27H38F2NO12Si | OMol25 | the ωB97M-V functional and the def2-TZVPD basis
C 0.58 2.03 1.53
Si -1.11 1.23 1.37
C -1.90 1.29 3.09
C -2.09 2.15 0.03
C -3.62 2.27 0.21
C -4.39 1.21 -0.53
F -4.19 1.28 -1.87
F -5.74 1.43 -0.34
C -4.11 -0.23 -0.11
C -4.23 -0.65 1.35
C -5.57 -1.45 1.41
C -5.81 -1.82 0.00
N -5.06 -1.15 -0.77
C -0.79 -0.54 0.77
C -0.53 -0.76 -0.60
C -0.25 -2.04 -1.09
C -0.21 -3.13 -0.22
C -0.47 -2.93 1.13
C -0.75 -1.65 1.62
H 0.84 2.01 2.59
H 0.58 3.06 1.17
H 1.34 1.42 1.04
H -2.95 1.56 3.11
H -1.36 2.04 3.67
H -1.80 0.34 3.61
H -1.91 1.71 -0.95
H -1.68 3.16 -0.04
H -3.95 3.21 -0.22
H -3.96 2.28 1.25
H -3.14 -0.47 -0.55
H -4.28 0.13 2.10
H -3.44 -1.37 1.52
H -6.35 -0.71 1.61
H -5.65 -2.24 2.15
H -6.54 -2.55 -0.34
H -5.08 -1.20 -1.79
H -0.52 0.05 -1.31
H -0.05 -2.17 -2.15
H 0.03 -4.12 -0.59
H -0.43 -3.77 1.80
H -0.93 -1.50 2.67
C 5.78 1.18 0.60
C 5.40 2.64 0.75
O 4.14 2.56 1.42
C 4.10 1.38 2.10
O 3.26 1.10 2.89
O 5.13 0.59 1.74
H 6.85 1.01 0.65
H 5.39 0.73 -0.30
H 6.10 3.20 1.37
H 5.29 3.14 -0.21
C -4.10 -5.16 -2.52
C -3.30 -4.18 -1.67
O -2.90 -4.99 -0.57
C -2.90 -6.29 -0.97
O -2.46 -7.19 -0.34
O -3.49 -6.41 -2.19
H -4.02 -4.96 -3.58
H -5.15 -5.20 -2.23
H -2.41 -3.81 -2.19
H -3.89 -3.33 -1.33
C 1.45 6.93 -1.15
C 0.46 5.95 -1.73
O 0.20 5.08 -0.62
C 0.48 5.77 0.52
O 0.21 5.39 1.62
O 1.09 6.93 0.24
H 1.36 7.93 -1.57
H 2.48 6.59 -1.25
H -0.48 6.42 -2.03
H 0.85 5.38 -2.57
C 7.57 -3.10 -0.39
C 8.18 -3.21 -1.77
O 7.55 -2.13 -2.47
C 7.14 -1.22 -1.56
O 6.72 -0.14 -1.82
O 7.26 -1.71 -0.31
H 8.24 -3.40 0.41
H 6.64 -3.67 -0.30
H 9.26 -3.03 -1.76
H 7.98 -4.15 -2.26
```

Computed Mulliken charges, given in elementary charges:
1 C -1.082
2 Si 0.402
3 C -1.446
4 C -0.574
5 C -1.034
6 C 0.686
7 F -0.353
8 F -0.381
9 C 0.417
10 C -0.480
11 C -0.769
12 C -0.238
13 N 0.128
14 C 1.080
15 C -0.360
16 C -0.760
17 C -0.651
18 C -0.715
19 C -0.643
20 H 0.420
21 H 0.063
22 H 0.205
23 H 0.397
24 H 0.461
25 H 0.381
26 H 0.408
27 H 0.366
28 H 0.413
29 H 0.493
30 H -0.078
31 H 0.202
32 H 0.241
33 H 0.361
34 H 0.443
35 H 0.477
36 H 0.311
37 H 0.342
38 H 0.523
39 H 0.507
40 H 0.445
41 H 0.393
42 C -0.175
43 C -0.337
44 O -0.289
45 C 0.641
46 O -0.534
47 O -0.312
48 H 0.273
49 H 0.235
50 H 0.275
51 H 0.275
52 C -0.370
53 C 0.644
54 O -0.287
55 C 0.638
56 O -0.498
57 O -0.333
58 H 0.360
59 H 0.280
60 H 0.144
61 H -0.602
62 C -0.368
63 C -0.311
64 O -0.241
65 C 0.589
66 O -0.477
67 O -0.354
68 H 0.313
69 H 0.248
70 H 0.284
71 H 0.296
72 C -0.294
73 C -0.357
74 O -0.342
75 C 0.675
76 O -0.520
77 O -0.283
78 H 0.282
79 H 0.264
80 H 0.267
81 H 0.299



[2]
Formula: C27H38F3NO21S
Source: OMol25
Level of theory: the ωB97M-V functional and the def2-TZVPD basis

lowest unoccupied orbital energy = 0.56 eV
SMILES = COCCCCC[C@@]1(F)C[C@H](N(C(=O)F)C(=O)F)CS(=O)(=O)O1.O=C1OCCO1.O=C1OCCO1.O=C1OCCO1.O=C1OCCO1.O=C1OCCO1
Kohn-Sham gap = 9.32 eV
F_max = 0.945 eV/A
calculated total energy = -92091.2420 eV
highest occupied orbital energy = -8.764 eV

```
91
C27H38F3NO21S | OMol25 | the ωB97M-V functional and the def2-TZVPD basis
C 2.78 1.20 3.49
O 2.04 0.00 3.51
C 1.77 -0.57 2.24
C 0.41 -0.14 1.72
C -0.08 -0.96 0.53
C 0.69 -0.68 -0.75
C 0.36 -1.68 -1.87
C 1.56 -2.20 -2.60
F 2.38 -2.89 -1.71
C 1.21 -3.14 -3.73
C 2.42 -3.70 -4.49
N 2.64 -5.16 -4.33
C 1.99 -6.06 -5.17
O 2.12 -7.23 -5.16
F 1.16 -5.45 -6.04
C 2.67 -5.65 -2.98
O 1.81 -6.19 -2.41
F 3.89 -5.46 -2.46
C 3.74 -2.99 -4.14
S 3.50 -1.24 -4.12
O 4.64 -0.60 -3.56
O 3.00 -0.85 -5.40
O 2.31 -1.08 -3.07
H 3.47 1.24 2.65
H 3.36 1.26 4.42
H 2.12 2.08 3.45
H 2.56 -0.30 1.53
H 1.81 -1.65 2.36
H 0.45 0.92 1.42
H -0.30 -0.19 2.54
H -0.04 -2.02 0.78
H -1.14 -0.72 0.38
H 1.76 -0.69 -0.54
H 0.46 0.34 -1.08
H -0.27 -1.20 -2.62
H -0.19 -2.53 -1.47
H 0.56 -3.92 -3.34
H 0.60 -2.56 -4.43
H 2.26 -3.55 -5.55
H 4.49 -3.17 -4.91
H 4.12 -3.27 -3.17
C -1.13 3.77 4.67
C -2.34 2.95 5.10
O -2.83 2.46 3.85
C -1.81 2.45 2.96
O -1.84 1.93 1.89
O -0.74 3.10 3.46
H -0.31 3.75 5.38
H -1.39 4.80 4.44
H -2.07 2.10 5.72
H -3.11 3.54 5.59
C 4.45 5.16 2.46
C 4.63 6.33 3.40
O 3.34 6.44 4.00
C 2.72 5.24 3.91
O 1.70 4.96 4.44
O 3.43 4.41 3.11
H 5.34 4.54 2.35
H 4.09 5.47 1.48
H 5.37 6.13 4.19
H 4.89 7.27 2.91
C -1.79 -4.17 -6.24
C -3.26 -3.96 -6.52
O -3.68 -3.23 -5.36
C -2.60 -2.61 -4.83
O -2.64 -1.80 -3.96
O -1.47 -3.03 -5.44
H -1.17 -4.17 -7.13
H -1.60 -5.08 -5.66
H -3.44 -3.34 -7.40
H -3.83 -4.88 -6.59
C -4.68 -4.73 -0.75
C -4.72 -5.79 -1.85
O -3.67 -5.36 -2.72
C -2.81 -4.60 -2.01
O -1.76 -4.21 -2.41
O -3.30 -4.33 -0.79
H -4.92 -5.11 0.23
H -5.30 -3.86 -0.98
H -4.48 -6.78 -1.47
H -5.66 -5.82 -2.39
C -3.53 7.95 6.71
C -3.21 9.26 6.01
O -2.20 8.87 5.09
C -2.32 7.54 4.84
O -1.73 6.95 4.00
O -3.20 6.98 5.70
H -4.57 7.84 7.00
H -2.89 7.77 7.58
H -4.07 9.65 5.45
H -2.83 10.03 6.68
```

Computed Mulliken charges, given in elementary charges:
1 C -0.640
2 O -0.428
3 C -0.529
4 C -0.476
5 C -0.575
6 C -0.596
7 C -0.273
8 C 0.445
9 F -0.398
10 C -0.546
11 C -0.214
12 N 0.162
13 C 0.517
14 O -0.489
15 F -0.202
16 C 0.460
17 O -0.368
18 F -0.253
19 C -1.265
20 S 1.221
21 O -0.676
22 O -0.652
23 O -0.317
24 H 0.273
25 H 0.314
26 H 0.244
27 H 0.347
28 H 0.253
29 H 0.233
30 H 0.285
31 H 0.378
32 H 0.342
33 H 0.355
34 H 0.199
35 H 0.295
36 H 0.140
37 H 0.275
38 H 0.361
39 H 0.865
40 H 0.535
41 H 0.403
42 C 0.187
43 C -0.378
44 O -0.363
45 C 0.566
46 O -0.560
47 O -0.243
48 H 0.339
49 H -0.035
50 H 0.274
51 H 0.283
52 C -0.339
53 C -0.342
54 O -0.353
55 C 0.498
56 O -0.399
57 O -0.212
58 H 0.305
59 H 0.263
60 H 0.259
61 H 0.292
62 C -0.322
63 C -0.409
64 O -0.345
65 C 0.632
66 O -0.526
67 O -0.119
68 H 0.337
69 H 0.222
70 H 0.280
71 H 0.298
72 C -0.354
73 C -0.344
74 O -0.351
75 C 0.450
76 O -0.262
77 O -0.308
78 H 0.292
79 H 0.268
80 H 0.267
81 H 0.296
82 C -0.289
83 C -0.324
84 O -0.336
85 C 0.641
86 O -0.530
87 O -0.297
88 H 0.277
89 H 0.262
90 H 0.257
91 H 0.291



[3]
Formula: C27H38Ge2N4O3SV
Source: OMol25
Level of theory: the ωB97M-V functional and the def2-TZVPD basis

lowest unoccupied orbital energy (spin up / spin down) = -0.56 / -0.36 eV
multiplicity = 2
Kohn-Sham gap (spin up / spin down) = 7.48 / 6.90 eV
F_max = 0.649 eV/A
calculated total energy = -190272.2575 eV
highest occupied orbital energy (spin up / spin down) = -8.047 / -7.257 eV

```
76
C27H38Ge2N4O3SV | OMol25 | the ωB97M-V functional and the def2-TZVPD basis
V 0.66 -0.14 0.45
C -4.15 -0.43 2.08
C -2.70 -0.88 1.91
Ge -1.93 -0.35 0.17
C -2.29 -1.67 -1.26
C -3.61 -2.41 -1.02
C -2.80 1.29 -0.46
C -2.06 2.18 -1.12
Ge -0.13 1.82 -1.04
C 0.85 3.13 0.13
C 0.78 4.64 -0.08
C 0.58 1.86 -2.90
C 1.81 2.73 -3.12
C -2.62 3.30 -1.93
C -1.79 4.31 -2.40
C -2.28 5.36 -3.16
C -3.63 5.41 -3.47
C -4.47 4.40 -3.03
C -3.97 3.35 -2.27
H -4.56 -0.74 3.04
H -4.80 -0.84 1.30
H -4.24 0.66 2.03
H -2.62 -1.96 1.99
H -2.09 -0.47 2.72
H -1.48 -2.40 -1.29
H -2.31 -1.14 -2.21
H -3.59 -2.95 -0.07
H -3.81 -3.14 -1.81
H -4.46 -1.72 -1.01
H -3.88 1.40 -0.42
H 1.90 2.80 0.09
H 0.50 2.90 1.14
H 1.14 4.94 -1.07
H 1.39 5.17 0.66
H -0.24 5.00 0.02
H -0.24 2.18 -3.55
H 0.79 0.82 -3.18
H 1.58 3.78 -2.96
H 2.19 2.63 -4.14
H 2.62 2.46 -2.44
H -0.73 4.27 -2.17
H -1.61 6.14 -3.51
H -4.02 6.23 -4.07
H -5.52 4.42 -3.29
H -4.64 2.56 -1.96
N 5.23 -5.92 0.82
C 4.05 -5.26 1.09
C 3.24 -4.80 0.04
C 2.03 -4.19 0.32
C 1.61 -4.03 1.63
C 2.41 -4.48 2.68
C 3.62 -5.09 2.41
S 0.09 -3.22 1.95
O -0.34 -3.56 3.27
O -0.77 -3.44 0.82
N 0.44 -1.62 1.87
C 1.24 -0.99 2.75
N 1.84 -1.52 3.81
C 2.60 -0.69 4.52
C 2.80 0.65 4.21
C 2.17 1.11 3.07
N 1.38 0.32 2.36
H 5.64 -5.75 -0.09
H 5.91 -5.95 1.56
H 3.55 -4.95 -0.98
H 1.38 -3.86 -0.49
H 2.06 -4.34 3.69
H 4.23 -5.46 3.22
H 3.08 -1.13 5.39
H 3.43 1.28 4.81
H 2.28 2.13 2.71
C 2.26 -1.25 -1.81
O 2.03 -0.64 -0.56
H 3.05 -2.00 -1.70
H 2.58 -0.50 -2.53
H 1.36 -1.74 -2.19
```

Computed Mulliken charges, given in elementary charges:
1 V -0.140
2 C -1.361
3 C -0.245
4 Ge 0.600
5 C -0.490
6 C -1.320
7 C -0.286
8 C -0.275
9 Ge 0.934
10 C -0.644
11 C -1.309
12 C -0.818
13 C -1.293
14 C 0.167
15 C 0.532
16 C -1.161
17 C -0.408
18 C -0.766
19 C -0.503
20 H 0.386
21 H 0.284
22 H 0.311
23 H 0.292
24 H 0.444
25 H 0.311
26 H 0.512
27 H 0.285
28 H 0.382
29 H 0.338
30 H 0.364
31 H 0.352
32 H 0.369
33 H 0.224
34 H 0.386
35 H 0.324
36 H 0.594
37 H 0.630
38 H 0.248
39 H 0.405
40 H 0.288
41 H 0.182
42 H 0.410
43 H 0.391
44 H 0.380
45 H 0.329
46 N -0.562
47 C 1.086
48 C -0.912
49 C -0.273
50 C -0.644
51 C -0.335
52 C -0.797
53 S 1.362
54 O -0.730
55 O -0.696
56 N 0.172
57 C 0.370
58 N -0.375
59 C -0.225
60 C -0.944
61 C 0.205
62 N -0.058
63 H 0.220
64 H 0.220
65 H 0.319
66 H 0.564
67 H 0.487
68 H 0.296
69 H 0.434
70 H 0.391
71 H 0.480
72 C -0.740
73 O -0.749
74 H 0.227
75 H 0.309
76 H 0.264